16
Properties=species:S:1:pos:R:3:forces:R:3:mulliken_charge:R:1 method="wB97M-V/def2-TZVPD" homo_ev=-8.7 charge=0 smiles="CN(C=O)C1CC1" de_lowest_kcal_mol=73.9 energy_ha=-325.81981 e_lumo_ev=1.0 orbital_gap_ev=9.6
C 1.425 -0.606 0.987 -1.870 3.968 0.190 0.0950
C -0.914 -0.757 -1.252 1.189 1.111 0.605 -0.4184
C -1.375 -1.215 0.067 -0.504 -0.601 0.774 -0.7379
C -0.770 0.099 0.005 -1.741 1.248 -0.101 -0.1597
C 0.908 1.739 0.061 -0.900 0.904 -0.393 -0.8965
N 0.361 0.575 0.673 2.666 -4.428 1.832 -0.0991
O 2.571 -0.380 1.222 -0.113 0.004 -0.444 -0.4467
H 0.952 -1.563 1.174 -0.351 -0.219 -0.206 0.2777
H 0.071 -1.131 -1.473 -0.074 -0.317 -1.016 0.2720
H -1.604 -0.351 -1.957 -0.031 -0.298 -0.741 0.2698
H -2.398 -1.270 0.324 -1.044 -0.006 -0.027 0.2382
H -0.839 -1.996 0.513 0.648 -1.094 0.426 0.1777
H -1.497 0.892 0.071 -0.493 0.130 -0.239 0.4581
H 1.784 1.996 0.614 0.463 0.766 0.210 0.3094
H 1.172 1.366 -0.886 0.928 0.384 -1.858 0.3968
H 0.152 2.603 -0.143 1.226 -1.551 0.986 0.2637